No. 1
Formula: C5H2O
Source: the Open Molecules 2025 dataset
Level of theory: ωB97M-V/def2-TZVPD

Values from the calculation:
lowest unoccupied orbital energy = -1.19 eV
total charge = 0
HOMO energy = -9.94 eV

Atoms and positions in Å:
1 O -0.85 1.81 -0.37
2 C -0.38 0.94 0.31
3 C 1.79 -0.06 -0.83
4 C 1.49 -1.28 -0.53
5 C 0.24 -1.16 -0.15
6 C -0.84 -0.53 0.22
7 H 0.41 1.11 1.07
8 H -1.87 -0.82 0.30

Quick look at the natural (NBO) charges, all values in e: number 1, O, carries -0.4673; number 2, C, carries 0.4264; number 3, C, carries 0.1335; number 4, C, carries -0.3781; number 5, C, carries 0.3206; number 6, C, carries -0.4695; number 7, H, carries 0.1497; number 8, H, carries 0.2848

---

No. 2
Formula: C5H2O
Source: the Open Molecules 2025 dataset
Level of theory: ωB97M-V/def2-TZVPD

Values from the calculation:
lowest unoccupied orbital energy (spin up / spin down) = 0.98 / -2.98 eV
total charge = 0
HOMO energy (spin up / spin down) = -6.02 / -9.59 eV
spin multiplicity = 3

Atoms and positions in Å:
1 C 0.15 -0.34 0.76
2 C 0.94 0.43 1.56
3 C -0.97 -1.05 0.14
4 C -0.38 -0.20 -0.72
5 C 1.10 1.05 0.32
6 O 1.25 1.81 -0.52
7 H -1.77 -1.62 0.33
8 H -0.32 -0.07 -1.87

Quick look at the Löwdin charges, all values in e: number 1, C, carries -0.1879; number 2, C, carries 0.1823; number 3, C, carries 0.0228; number 4, C, carries -0.0548; number 5, C, carries -0.3455; number 6, O, carries 0.1819; number 7, H, carries 0.0561; number 8, H, carries 0.1450

---

No. 3
Formula: C5H30N2O11
Source: the Open Molecules 2025 dataset
Level of theory: ωB97M-V/def2-TZVPD

Values from the calculation:
structure (SMILES) = NC(=O)[C@@H]1CCCN1.O.O.O.O.O.O.O.O.O.O
lowest unoccupied orbital energy = -0.02 eV
total charge = 0
HOMO energy = -9.84 eV

Atoms and positions in Å:
1 N -0.73 2.94 1.37
2 C -0.45 3.12 0.06
3 O -1.31 3.46 -0.73
4 C 0.98 2.82 -0.37
5 C 1.05 2.82 -1.93
6 C 1.71 1.47 -2.27
7 C 1.23 0.57 -1.18
8 N 1.26 1.39 0.06
9 H -0.06 2.53 2.00
10 H -1.65 3.07 1.75
11 H 1.77 3.51 -0.12
12 H 1.67 3.63 -2.30
13 H 0.10 2.89 -2.45
14 H 1.59 1.12 -3.29
15 H 2.80 1.67 -2.27
16 H 0.17 0.36 -1.34
17 H 1.75 -0.37 -1.05
18 H 2.23 1.45 0.36
19 O -2.20 0.07 -2.82
20 H -1.79 0.24 -3.67
21 H -2.49 0.97 -2.56
22 O -2.74 -2.47 2.66
23 H -2.12 -2.81 3.31
24 H -2.51 -2.94 1.85
25 O -0.88 -0.58 1.00
26 H -1.19 -0.96 1.83
27 H -0.02 -0.20 1.21
28 O -1.06 -2.36 -1.33
29 H -1.55 -2.08 -2.12
30 H -1.40 -1.76 -0.65
31 O 0.74 -1.95 2.78
32 H 1.40 -1.64 3.41
33 H 1.14 -2.08 1.91
34 O 0.01 -4.74 1.69
35 H -0.12 -4.08 0.99
36 H 0.54 -4.19 2.30
37 O -3.66 1.89 -1.14
38 H -3.40 2.57 -0.50
39 H -3.33 1.06 -0.76
40 O 1.69 1.38 2.86
41 H 1.19 0.90 2.20
42 H 1.49 1.01 3.73
43 O 2.99 -2.73 0.52
44 H 2.86 -2.94 -0.43
45 H 3.65 -2.02 0.47
46 O 1.90 -2.91 -2.31
47 H 1.63 -3.69 -2.81
48 H 1.13 -2.35 -2.47

Here are the natural (NBO) charges for atoms 1 to 8, given in e: number 1, N, carries -0.8120; number 2, C, carries 0.6750; number 3, O, carries -0.6359; number 4, C, carries -0.1716; number 5, C, carries -0.4086; number 6, C, carries -0.4231; number 7, C, carries -0.2494; number 8, N, carries -0.6544

---

No. 4
Formula: C5H30N3O7
Source: the Open Molecules 2025 dataset
Level of theory: ωB97M-V/def2-TZVPD

Values from the calculation:
lowest unoccupied orbital energy (spin up / spin down) = -5.65 / -11.01 eV
total charge = +2
HOMO energy (spin up / spin down) = -16.37 / -16.36 eV
spin multiplicity = 2

Atoms and positions in Å:
1 C -0.41 -2.04 -1.95
2 C 0.16 -2.76 -0.75
3 C 0.68 -1.89 0.40
4 C -0.21 -0.75 0.92
5 N -1.41 -1.15 1.59
6 C -2.73 -0.72 1.10
7 N -3.00 -1.11 -0.28
8 N 0.61 -1.09 -2.51
9 H -1.33 -1.51 -1.74
10 H -0.64 -2.71 -2.78
11 H 1.08 -3.31 -0.96
12 H -0.58 -3.49 -0.40
13 H 0.76 -2.50 1.31
14 H 1.69 -1.53 0.27
15 H -0.35 0.07 0.19
16 H 0.31 -0.11 1.66
17 H -1.48 -2.17 1.55
18 H -2.81 0.36 1.14
19 H -3.48 -1.18 1.73
20 H -3.93 -0.79 -0.51
21 H -2.94 -2.11 -0.43
22 H 0.89 -0.39 -1.80
23 H 1.43 -1.59 -2.85
24 H 0.20 -0.59 -3.32
25 H -2.57 0.81 -1.49
26 H -1.58 1.76 -1.04
27 O -1.64 1.03 -1.67
28 H 5.29 0.37 1.96
29 H 4.02 0.36 2.93
30 O 4.36 0.55 2.05
31 H 1.17 3.80 2.63
32 H -0.18 3.78 1.80
33 O 0.73 3.51 1.84
34 H 2.90 0.59 -2.17
35 H 2.78 0.62 -0.63
36 O 2.51 0.11 -1.43
37 H -0.96 1.36 -3.34
38 H -0.37 1.52 -4.76
39 O -0.26 1.05 -3.93
40 H 1.70 2.38 0.95
41 H 2.73 1.21 1.33
42 O 2.40 1.79 0.62
43 H -1.52 2.46 4.86
44 H -2.49 3.05 3.86
45 O -1.54 2.94 4.03

Here are the natural (NBO) charges for atoms 1 to 8, given in e: number 1, C, carries -0.2512; number 2, C, carries -0.4353; number 3, C, carries -0.4378; number 4, C, carries -0.3231; number 5, N, carries -0.1078; number 6, C, carries -0.1023; number 7, N, carries -0.8473; number 8, N, carries -0.7090

---

No. 5
Formula: C5H30NO12
Source: the Open Molecules 2025 dataset
Level of theory: ωB97M-V/def2-TZVPD

Values from the calculation:
lowest unoccupied orbital energy = 2.37 eV
total charge = -1
HOMO energy = -5.71 eV

Atoms and positions in Å:
1 C 0.54 -0.43 -2.33
2 O -0.16 -1.45 -2.95
3 C -0.49 0.11 -1.14
4 C 0.18 0.29 0.19
5 C 0.15 -1.05 0.85
6 C 1.59 -1.62 0.75
7 O 2.57 -0.91 0.50
8 N -1.07 1.37 -1.50
9 H 1.44 -0.78 -1.86
10 H 0.67 0.46 -3.09
11 H -1.25 -0.67 -1.15
12 H 1.16 0.65 0.13
13 H -0.26 1.11 0.83
14 H -0.55 -1.74 0.21
15 H -0.22 -1.03 1.99
16 H 1.66 -2.63 1.02
17 H -1.80 1.16 -2.18
18 H -0.50 2.06 -1.88
19 H -3.81 -0.52 1.87
20 H -2.91 -1.81 1.60
21 O -3.04 -0.98 2.20
22 H -1.69 0.45 2.80
23 H -1.49 1.72 1.86
24 O -1.64 1.46 2.75
25 H -2.08 -2.94 -0.12
26 H -1.80 -3.43 1.41
27 O -2.62 -3.15 0.90
28 H 1.36 -4.09 -0.31
29 H -0.11 -4.38 -0.46
30 O 0.72 -4.66 0.02
31 H -0.48 1.84 3.82
32 H 0.83 1.13 4.35
33 O 0.33 1.92 4.34
34 H 0.70 4.12 -2.29
35 H 1.42 3.19 -1.33
36 O 0.51 3.54 -1.54
37 H 3.34 0.14 -0.56
38 H 4.42 1.39 -0.94
39 O 3.85 0.72 -1.26
40 H -2.39 4.37 0.36
41 H -1.88 3.16 -0.54
42 O -2.48 3.95 -0.46
43 H 3.14 3.02 0.13
44 H 3.12 2.37 -1.19
45 O 2.90 3.21 -0.84
46 H -1.69 -3.48 -1.84
47 H -0.79 -2.03 -2.25
48 O -1.18 -3.19 -1.15

Here are the natural (NBO) charges for atoms 1 to 8, given in e: number 1, C, carries -0.0475; number 2, O, carries -0.8120; number 3, C, carries -0.0619; number 4, C, carries -0.4330; number 5, C, carries -0.5530; number 6, C, carries 0.4913; number 7, O, carries -0.6276; number 8, N, carries -0.8848

---

No. 6
Formula: C5H30NO9
Source: the Open Molecules 2025 dataset
Level of theory: ωB97M-V/def2-TZVPD

Values from the calculation:
lowest unoccupied orbital energy = -2.59 eV
total charge = +1
HOMO energy = -12.32 eV

Atoms and positions in Å:
1 C -1.70 0.19 0.56
2 C -1.37 0.87 1.87
3 C -0.37 2.01 1.50
4 C 0.87 2.04 1.81
5 C -1.04 3.05 0.59
6 N -0.53 -0.22 -0.41
7 H -2.23 -0.78 0.81
8 H -2.15 1.10 0.06
9 H -0.99 0.11 2.62
10 H -2.31 1.36 2.28
11 H 1.49 1.49 2.63
12 H 1.51 2.74 1.30
13 H -0.63 4.14 0.57
14 H -0.86 2.67 -0.40
15 H -2.15 3.12 0.85
16 H 0.14 0.68 -0.40
17 H -0.04 -1.05 -0.11
18 H -0.96 -0.38 -1.39
19 H 1.49 -1.82 1.86
20 H 2.43 -0.68 1.27
21 O 1.53 -1.09 1.13
22 H -3.79 3.37 -1.20
23 H -3.02 2.05 -1.76
24 O -3.21 2.67 -0.93
25 H 1.90 -3.46 3.18
26 H 0.60 -2.90 3.61
27 O 1.11 -3.14 2.82
28 H -3.33 -0.98 -2.27
29 H -2.40 0.16 -3.03
30 O -2.82 -0.14 -2.20
31 H 0.32 0.12 4.59
32 H -0.74 -0.60 3.95
33 O 0.17 -0.63 4.01
34 H 0.60 -3.55 -1.15
35 H 1.74 -2.87 -0.70
36 O 1.00 -2.74 -1.27
37 H -0.46 -1.58 -3.29
38 H 0.24 -0.49 -4.04
39 O -0.55 -0.63 -3.48
40 H 3.53 -0.15 -1.84
41 H 4.95 0.13 -1.63
42 O 4.38 -0.59 -1.49
43 H 2.76 -1.72 -3.07
44 H 2.59 -0.43 -4.02
45 O 2.27 -1.45 -3.82

Here are the natural (NBO) charges for atoms 1 to 8, given in e: number 1, C, carries -0.2500; number 2, C, carries -0.4508; number 3, C, carries -0.0195; number 4, C, carries -0.4016; number 5, C, carries -0.6554; number 6, N, carries -0.7511; number 7, H, carries 0.2250; number 8, H, carries 0.2749

---

Taking the records one at a time from the top gives energy relative to the best compared isomer or geometry (same formula, charge and spin) values of 288.8; 341.3; 46.5; 0.0; 549.4; 454.2 kJ/mol.